Formula: C13H26N3RuS4Se
Source: the Open Molecules 2025 dataset
Level of theory: wB97M-V/def2-TZVPD

Geometry as ORCA input:
```
! RIJCOSX wB97M-V def2-TZVPD def2/J DEFGRID3
* xyz 2 2
Ru -0.09 -0.08 -0.05
C -1.48 0.51 2.76
C -1.95 1.60 1.83
N -1.92 1.19 0.41
C -3.12 0.54 -0.13
C -3.33 -0.85 0.42
S -1.83 -1.88 0.22
C -1.43 -2.39 1.92
C -0.26 -1.63 2.50
N -0.31 -0.19 2.20
H -1.25 0.95 3.73
H -2.27 -0.22 2.94
H -2.96 1.92 2.12
H -1.29 2.46 1.93
H -1.79 2.04 -0.12
H -4.02 1.13 0.05
H -2.98 0.47 -1.21
H -3.62 -0.86 1.47
H -4.12 -1.34 -0.15
H -2.35 -2.30 2.51
H -1.18 -3.45 1.88
H -0.24 -1.82 3.58
H 0.67 -2.01 2.08
H 0.54 0.24 2.55
C 3.05 1.07 0.33
C 2.53 2.27 -0.42
S 0.72 2.36 -0.36
C 0.28 2.69 -2.08
C 0.61 1.61 -3.08
S 0.07 -0.05 -2.58
C 1.59 -1.00 -2.81
C 2.78 -0.59 -1.97
S 2.39 -0.54 -0.19
H 2.79 1.12 1.39
H 4.14 1.01 0.26
H 2.84 2.29 -1.46
H 2.92 3.18 0.06
H 0.77 3.62 -2.36
H -0.79 2.87 -2.06
H 1.68 1.56 -3.31
H 0.09 1.83 -4.01
H 1.85 -0.96 -3.87
H 1.30 -2.03 -2.58
H 3.17 0.39 -2.25
H 3.57 -1.32 -2.11
Se 0.78 -3.78 -0.54
C 1.49 -5.31 0.09
N 1.95 -6.29 0.51
*
```

Properties
* expectation value of S²: 0.76
* HOMO (spin up / spin down): -14.81 / -14.70 eV
* E_LUMO (spin up / spin down): -6.14 / -8.37 eV
* orbital gap (spin up / spin down): 8.67 / 6.33 eV

Formula: C19H46F8O8S7
Source: the Open Molecules 2025 dataset
Level of theory: wB97M-V/def2-TZVPD

Geometry as ORCA input:
```
! RIJCOSX wB97M-V def2-TZVPD def2/J DEFGRID3
* xyz 1 2
C 0.64 0.30 -1.53
C -0.39 1.35 -1.20
C -1.56 1.31 -2.13
F -2.26 0.16 -2.12
F -2.31 2.34 -2.01
F -0.82 1.25 0.09
F 0.11 2.68 -1.23
O 1.48 -0.01 -0.31
C 2.74 -0.53 -0.47
C 3.23 -0.82 0.95
F 4.45 -1.42 0.93
F 3.49 0.31 1.58
F 2.56 -1.66 -1.12
F 3.50 0.30 -1.14
H 1.40 0.73 -2.18
H 0.06 -0.54 -1.93
H -1.11 1.34 -3.12
H 2.46 -1.44 1.42
C 3.28 4.80 4.14
S 1.72 4.02 4.00
O 1.59 3.99 2.45
C 2.15 2.24 4.61
H 3.34 5.87 3.94
H 4.01 4.39 3.44
H 3.73 4.85 5.13
H 2.56 2.48 5.60
H 3.03 1.89 4.07
H 1.33 1.52 4.60
C -5.16 -4.24 0.17
S -3.66 -3.31 0.79
O -2.72 -3.56 -0.36
C -4.29 -1.66 0.28
H -6.08 -4.03 0.72
H -4.84 -5.26 0.35
H -5.31 -3.99 -0.88
H -3.63 -0.80 0.17
H -5.05 -1.35 1.00
H -4.60 -1.72 -0.76
C -2.26 -2.93 -3.57
S -2.31 -1.49 -4.75
O -0.85 -1.03 -4.84
C -2.68 -2.44 -6.30
H -1.53 -3.73 -3.72
H -3.25 -3.35 -3.48
H -2.05 -2.49 -2.59
H -3.61 -2.21 -6.82
H -2.71 -3.52 -6.14
H -1.79 -2.45 -6.93
C 0.74 -4.05 -1.71
S 2.10 -3.74 -2.90
O 2.94 -5.08 -2.92
C 1.22 -3.82 -4.53
H 0.11 -3.19 -1.50
H 1.36 -4.12 -0.81
H 0.31 -5.04 -1.83
H 0.42 -3.09 -4.61
H 0.69 -4.75 -4.76
H 1.85 -3.42 -5.31
C -4.20 2.24 0.95
S -5.17 1.82 -0.56
O -6.46 1.17 -0.06
C -5.52 3.53 -1.14
H -4.17 1.33 1.55
H -4.63 3.15 1.36
H -3.16 2.49 0.72
H -4.91 4.35 -0.77
H -6.51 3.57 -0.68
H -5.60 3.54 -2.23
C 6.73 -2.41 2.65
S 7.45 -3.35 4.14
O 7.76 -4.79 3.69
C 8.96 -2.19 4.04
H 5.93 -3.03 2.26
H 7.41 -2.39 1.80
H 6.29 -1.54 3.13
H 8.89 -1.46 4.84
H 9.04 -1.76 3.04
H 9.88 -2.72 4.32
C -0.58 5.46 0.95
S -2.08 6.22 1.77
O -3.30 6.14 0.79
C -2.21 4.91 3.10
H 0.28 5.55 1.62
H -0.35 5.94 0.00
H -0.60 4.38 0.77
H -3.26 4.90 3.37
H -1.64 5.16 3.99
H -2.02 3.92 2.67
*
```

Properties
* expectation value of S²: 0.76
* HOMO (spin up / spin down): -10.09 / -10.09 eV
* E_LUMO (spin up / spin down): -3.41 / -8.17 eV
* orbital gap (spin up / spin down): 6.68 / 1.93 eV

Formula: C36H48N3O4P2Pt
Source: the Open Molecules 2025 dataset
Level of theory: wB97M-V/def2-TZVPD

Geometry as ORCA input:
```
! RIJCOSX wB97M-V def2-TZVPD def2/J DEFGRID3
* xyz 1 3
Pt -0.28 0.37 0.43
O 3.34 -0.36 0.96
C 2.66 0.37 0.25
O 1.65 -0.04 -0.47
C 3.03 1.84 0.13
C 4.40 2.14 0.16
C 4.85 3.43 -0.02
C 3.94 4.46 -0.23
C 2.59 4.19 -0.23
C 2.12 2.88 -0.05
P 0.33 2.63 0.01
C -0.34 3.79 1.23
C -1.73 3.85 1.33
C -2.33 4.60 2.34
C -1.54 5.28 3.26
C -0.16 5.21 3.16
C 0.44 4.47 2.16
C -0.28 3.22 -1.60
C -0.18 2.33 -2.67
C -0.59 2.72 -3.94
C -1.10 4.00 -4.14
C -1.19 4.88 -3.08
C -0.78 4.50 -1.81
H 5.08 1.32 0.33
H 5.91 3.63 -0.01
H 4.29 5.47 -0.39
H 1.88 4.99 -0.38
H -2.35 3.31 0.62
H -3.41 4.65 2.40
H -2.01 5.86 4.04
H 0.46 5.74 3.88
H 1.52 4.42 2.10
H 0.22 1.33 -2.51
H -0.51 2.03 -4.77
H -1.42 4.30 -5.13
H -1.58 5.88 -3.24
H -0.85 5.20 -0.99
N -2.38 0.44 -0.20
C -3.52 0.25 -0.29
N -4.80 0.03 -0.40
C -5.36 -1.27 -0.02
C -6.15 -1.13 1.28
C -7.18 -0.01 1.17
C -6.52 1.31 0.78
C -5.73 1.16 -0.51
H -4.54 -1.98 0.05
H -6.03 -1.59 -0.83
H -5.45 -0.91 2.10
H -6.62 -2.08 1.52
H -7.72 0.10 2.12
H -7.93 -0.28 0.42
H -5.85 1.64 1.58
H -7.28 2.09 0.66
H -5.16 2.06 -0.75
H -6.40 0.96 -1.35
O -2.37 -2.83 0.37
C -1.21 -2.81 -0.03
O -0.31 -1.93 0.11
C -0.67 -4.06 -0.79
N 0.78 -3.76 -1.08
C 1.64 -4.65 -0.22
C 0.68 -5.14 0.85
C -0.64 -5.30 0.09
H -1.22 -4.18 -1.72
H 0.85 -2.75 -0.76
H 1.01 -3.82 -2.06
H 2.49 -4.08 0.14
H 1.99 -5.47 -0.85
H 0.58 -4.39 1.64
H 1.03 -6.07 1.31
H -1.52 -5.33 0.74
H -0.63 -6.21 -0.51
C -3.02 0.63 4.45
C -2.61 0.53 2.98
P -0.83 0.22 2.67
C -0.57 -1.48 3.30
C 0.88 -1.92 3.27
C 0.04 1.34 3.83
C 1.52 1.56 3.53
H -4.10 0.77 4.52
H -2.55 1.47 4.94
H -2.77 -0.28 5.00
H -2.87 1.44 2.44
H -3.12 -0.30 2.48
H -1.20 -2.11 2.66
H -0.98 -1.54 4.32
H 1.35 -1.73 2.30
H 0.95 -2.99 3.48
H 1.48 -1.41 4.03
H -0.11 0.94 4.83
H -0.50 2.29 3.79
H 2.09 0.63 3.58
H 1.94 2.26 4.25
H 1.67 1.97 2.53
*
```

Properties
* expectation value of S²: 2.01
* HOMO (spin up / spin down): -8.95 / -11.00 eV
* E_LUMO (spin up / spin down): -1.90 / -3.02 eV
* orbital gap (spin up / spin down): 7.05 / 7.98 eV

Formula: C6H11N
Source: the Open Molecules 2025 dataset
Level of theory: wB97M-V/def2-TZVPD

Geometry as ORCA input:
```
! RIJCOSX wB97M-V def2-TZVPD def2/J DEFGRID3
* xyz 0 1
C -2.00 -1.46 1.47
C -0.84 -1.89 0.87
C 0.31 -1.02 0.56
C 0.30 0.04 -0.30
C -0.14 0.13 -1.75
N 1.20 1.06 0.00
C 1.06 2.48 -0.46
H -2.95 -1.64 1.02
H -2.00 -1.11 2.51
H -0.86 -2.87 0.39
H 1.27 -1.06 1.06
H -0.78 0.98 -2.01
H 0.76 0.45 -2.30
H -0.42 -0.88 -2.06
H 1.51 1.05 0.96
H 1.41 3.13 0.32
H 0.03 2.50 -0.86
H 1.71 2.63 -1.33
*
```

Properties
* HOMO: -7.27 eV
* E_LUMO: 0.88 eV
* SMILES: C=C/C=C(\C)NC
* orbital gap: 8.15 eV

Formula: C2H10O2S2
Source: the Open Molecules 2025 dataset
Level of theory: wB97M-V/def2-TZVPD

Geometry as ORCA input:
```
! RIJCOSX wB97M-V def2-TZVPD def2/J DEFGRID3
* xyz 0 1
C -2.00 -0.41 0.87
C -1.83 -0.92 2.26
S -0.35 -2.28 2.56
S -1.36 -3.97 3.29
H -3.11 -0.08 0.95
H -1.42 0.44 0.66
H -1.80 -1.26 0.14
H -1.55 0.01 2.81
H -2.74 -1.36 2.70
H -1.77 -4.49 2.05
O 0.87 2.36 -3.28
H 1.54 1.70 -3.05
H 0.65 2.16 -4.23
O 5.04 2.45 -2.87
H 4.17 2.62 -2.35
H 5.65 3.04 -2.53
*
```

Properties
* HOMO: -9.10 eV
* E_LUMO: 0.37 eV
* SMILES: CCSS.O.O
* orbital gap: 9.47 eV

Formula: C32H30BrF4IrN3P
Source: the Open Molecules 2025 dataset
Level of theory: wB97M-V/def2-TZVPD

Geometry as ORCA input:
```
! RIJCOSX wB97M-V def2-TZVPD def2/J DEFGRID3
* xyz 2 1
Ir 0.01 -0.66 1.12
C -0.97 -1.16 4.13
N 0.22 -0.95 3.28
C 1.07 -2.16 3.35
C 0.97 0.23 3.79
C 2.03 0.59 2.80
C 3.24 1.14 3.19
C 4.19 1.49 2.24
C 3.93 1.25 0.90
C 2.72 0.68 0.51
C 1.76 0.33 1.45
H -0.65 -1.34 5.16
H -1.54 -2.02 3.79
H -1.59 -0.26 4.12
H 1.40 -2.33 4.37
H 1.95 -2.04 2.71
H 0.50 -3.03 3.02
H 1.41 -0.01 4.77
H 0.25 1.03 3.94
H 3.43 1.32 4.24
H 5.13 1.92 2.54
H 4.66 1.51 0.14
H 2.55 0.51 -0.54
F -4.03 -4.71 -3.16
C -3.15 -3.83 -2.73
C -2.44 -3.06 -3.63
F -2.63 -3.19 -4.92
C -1.51 -2.14 -3.16
F -0.84 -1.44 -4.07
C -1.27 -1.95 -1.80
P -0.06 -0.67 -1.26
C 1.45 -1.29 -2.06
C 1.66 -2.67 -2.04
C 2.81 -3.21 -2.59
C 3.75 -2.39 -3.19
C 3.55 -1.02 -3.21
C 2.41 -0.46 -2.65
C -0.69 0.81 -2.11
C -1.82 1.40 -1.56
C -2.43 2.49 -2.16
C -1.90 3.00 -3.34
C -0.79 2.40 -3.92
C -0.19 1.30 -3.32
C -1.99 -2.75 -0.94
Br -1.72 -2.69 0.93
C -2.92 -3.68 -1.37
F -3.58 -4.44 -0.51
H 0.93 -3.33 -1.59
H 2.95 -4.29 -2.57
H 4.63 -2.81 -3.64
H 4.28 -0.37 -3.68
H 2.28 0.61 -2.67
H -2.27 0.99 -0.66
H -3.31 2.93 -1.73
H -2.37 3.85 -3.83
H -0.40 2.76 -4.86
H 0.63 0.82 -3.82
C -0.71 4.73 1.23
C -1.13 3.31 1.38
C -2.34 2.75 1.74
C -2.17 1.37 1.71
N -0.90 1.10 1.39
N -0.29 2.29 1.17
C -3.23 0.33 1.90
H -1.52 5.39 1.51
H -0.44 4.94 0.19
H 0.15 4.96 1.86
H -3.25 3.28 1.98
H 0.70 2.31 0.95
H -4.13 0.80 2.29
H -2.93 -0.45 2.59
H -3.48 -0.15 0.95
*
```

Properties
* HOMO: -14.45 eV
* E_LUMO: -7.13 eV
* orbital gap: 7.32 eV